(1)
Density functional theory data (ωB97M-V with the def2-TZVPD basis set) for a single C5H9NO2 molecule.

SMILES ... C=CNCOC(C)=O
Net charge ... 0
Highest occupied orbital energy ... -0.329 hartree
Multiplicity ... 1
Kohn-Sham gap ... 9.846 eV

Last column: natural (NBO) charge in e.
Atoms and positions in Å:
C  1.447  -2.904  0.626  -0.448
C  1.618  -1.838  -0.140  -0.012
N  0.577  -1.080  -0.702  -0.659
C  0.302  0.232  -0.147  0.108
O  -1.340  0.192  -0.480  -0.532
C  -1.486  1.276  0.296  0.783
C  -1.491  2.632  -0.409  -0.726
O  -1.544  1.267  1.494  -0.577
H  0.457  -3.345  0.694  0.188
H  2.225  -3.479  1.110  0.210
H  2.625  -1.452  -0.262  0.185
H  -0.280  -1.610  -0.711  0.392
H  0.892  0.974  -0.673  0.192
H  0.458  0.255  0.930  0.204
H  -0.526  2.824  -0.870  0.222
H  -2.308  2.680  -1.126  0.235
H  -1.626  3.375  0.370  0.235

***

(2)
Density functional theory data (ωB97M-V with the def2-TZVPD basis set) for a 5-piece molecular cluster, C51H72F4NO3S overall.

Net charge ... +1
Highest occupied orbital energy ... -0.388 hartree
Multiplicity ... 1
Kohn-Sham gap ... 7.786 eV

Last column: Mulliken charge in e.
Atoms and positions in Å:
C  -1.742  0.258  5.196  -0.194
C  -0.606  -0.156  4.921  -0.446
C  0.846  -0.450  4.376  -0.318
C  1.166  0.537  3.172  -0.784
C  1.542  -0.199  1.806  -0.781
C  0.378  -0.236  0.735  1.320
S  -1.155  -0.838  1.654  -0.059
C  0.022  1.237  0.268  -1.945
C  -1.114  1.314  -0.853  -0.004
C  -2.377  2.134  -0.334  -0.614
C  -3.777  1.533  -0.775  -1.352
C  -4.209  0.461  0.356  0.561
C  -5.656  0.767  0.976  -0.894
C  -6.575  -0.527  0.904  -0.600
C  -6.758  -1.275  2.289  -0.876
C  -5.421  -1.503  3.104  -0.672
C  -4.373  -2.477  2.429  0.989
C  -4.969  -3.831  1.872  -0.801
C  -3.718  -4.729  1.429  0.281
C  -4.131  -6.005  0.580  -0.912
C  -3.871  -5.812  -0.983  -0.044
C  -3.170  -7.066  -1.664  -0.984
N  -1.444  -0.006  -1.464  0.425
C  -0.192  -0.751  -1.780  -1.690
C  0.586  -1.253  -0.472  1.196
C  2.080  -1.524  -0.920  -0.642
O  2.350  -2.941  -0.821  -0.363
C  2.496  -3.346  0.538  0.794
O  2.569  -4.786  0.512  -0.436
C  1.585  -5.367  1.372  -0.761
C  0.104  -5.302  0.823  0.902
O  -0.074  -5.909  -0.456  -0.568
H  -2.754  0.727  5.184  0.339
H  1.550  -0.223  5.229  0.431
H  0.859  -1.541  4.100  0.185
H  0.311  1.255  3.080  0.229
H  2.081  1.130  3.481  0.451
H  1.965  -1.199  2.087  -0.039
H  2.389  0.400  1.346  0.562
H  -0.878  -2.173  1.931  0.116
H  -0.277  1.865  1.146  0.520
H  0.964  1.713  -0.148  0.432
H  -0.664  1.939  -1.684  0.543
H  -2.316  3.172  -0.790  -0.103
H  -2.324  2.315  0.782  0.505
H  -4.563  2.332  -0.777  0.605
H  -3.759  1.067  -1.808  0.198
H  -4.127  -0.593  -0.038  0.284
H  -3.483  0.583  1.203  -0.366
H  -6.162  1.636  0.478  0.515
H  -5.504  1.057  2.061  0.323
H  -6.212  -1.293  0.154  0.250
H  -7.601  -0.169  0.577  0.372
H  -7.249  -2.269  2.062  0.287
H  -7.469  -0.729  2.983  0.395
H  -4.893  -0.532  3.335  0.032
H  -5.722  -1.936  4.107  0.467
H  -3.773  -1.977  1.616  -1.130
H  -3.627  -2.763  3.234  0.500
H  -5.699  -3.686  1.023  0.342
H  -5.461  -4.370  2.729  0.251
H  -3.015  -4.081  0.813  -0.422
H  -3.137  -5.038  2.353  0.331
H  -3.515  -6.870  0.956  0.402
H  -5.211  -6.241  0.786  0.374
H  -3.232  -4.898  -1.144  0.006
H  -4.866  -5.669  -1.484  0.364
H  -3.591  -7.139  -2.713  0.325
H  -3.356  -8.036  -1.116  0.309
H  -2.048  -6.964  -1.737  0.152
H  -2.116  -0.581  -0.932  0.069
H  -1.901  0.201  -2.369  0.541
H  0.510  0.004  -2.257  0.625
H  -0.315  -1.565  -2.548  0.258
H  0.119  -2.246  -0.197  -0.413
H  2.861  -0.886  -0.426  0.160
H  2.163  -1.307  -2.031  0.426
H  3.492  -2.983  0.944  -0.368
H  1.625  -3.099  1.207  -0.095
H  1.826  -6.455  1.570  0.434
H  1.591  -4.874  2.399  0.242
H  -0.302  -4.237  0.844  -0.677
H  -0.537  -5.872  1.561  0.306
H  -0.269  -5.251  -1.138  0.338
F  5.991  -0.221  3.124  -0.289
C  6.680  -0.960  2.234  0.073
C  6.000  -1.594  1.209  0.246
C  6.710  -2.353  0.286  -0.371
C  8.090  -2.479  0.407  -0.590
C  8.760  -1.842  1.445  -0.417
C  8.052  -1.073  2.361  -0.376
H  4.925  -1.490  1.136  0.150
H  6.188  -2.847  -0.526  0.414
H  8.642  -3.075  -0.310  0.385
H  9.835  -1.943  1.542  0.418
H  8.559  -0.563  3.170  0.440
F  0.673  3.836  -2.090  -0.233
C  0.223  4.937  -2.736  0.407
C  -0.828  5.657  -2.196  -0.117
C  -1.287  6.790  -2.856  -0.615
C  -0.696  7.183  -4.052  -0.701
C  0.356  6.447  -4.586  -0.433
C  0.824  5.320  -3.921  -0.510
H  -1.281  5.331  -1.267  0.468
H  -2.103  7.365  -2.440  0.442
H  -1.058  8.064  -4.568  0.458
H  0.813  6.752  -5.520  0.394
H  1.648  4.740  -4.317  0.426
F  12.460  -0.331  2.506  -0.337
C  12.019  0.757  1.852  0.199
C  10.952  1.472  2.368  -0.212
C  10.498  2.599  1.696  -0.431
C  11.109  2.993  0.510  -0.446
C  12.177  2.263  0.000  -0.365
C  12.639  1.141  0.677  -0.433
H  10.483  1.145  3.289  0.511
H  9.668  3.171  2.095  0.367
H  10.752  3.870  -0.016  0.371
H  12.651  2.568  -0.926  0.361
H  13.475  0.566  0.299  0.416
F  -3.652  8.247  -3.844  -0.304
C  -4.641  7.553  -4.438  0.366
C  -5.954  7.943  -4.244  -0.465
C  -6.974  7.230  -4.861  -0.412
C  -6.669  6.129  -5.656  -0.492
C  -5.346  5.745  -5.838  -0.561
C  -4.324  6.464  -5.230  -0.070
H  -6.173  8.798  -3.616  0.422
H  -8.006  7.531  -4.723  0.365
H  -7.466  5.571  -6.133  0.372
H  -5.109  4.885  -6.454  0.370
H  -3.286  6.185  -5.368  0.426

***

(3)
Density functional theory data (ωB97M-V with the def2-TZVPD basis set) for a 5-piece molecular cluster, C19H39NO3S2 overall.

Net charge ... 0
Highest occupied orbital energy ... -0.248 hartree
Multiplicity ... 1
Kohn-Sham gap ... 6.490 eV

Last column: natural (NBO) charge in e.
Atoms and positions in Å:
C  -0.220  -5.436  1.722  -0.610
C  0.240  -3.992  1.459  -0.394
C  -0.308  -3.014  2.168  -0.482
C  0.237  -1.722  1.891  -0.191
N  -0.516  -0.627  2.699  -0.184
C  -1.817  -0.394  2.300  -0.257
C  -2.240  1.051  2.611  -0.388
C  -0.790  1.725  2.816  -0.439
C  0.192  0.746  2.425  -0.202
C  -0.257  -0.916  4.124  -0.444
H  -1.287  -5.505  2.261  0.206
H  0.537  -6.076  2.398  0.202
H  -0.043  -6.109  0.899  0.229
H  0.157  -3.963  0.362  0.214
H  1.373  -4.241  1.503  0.208
H  -0.120  -3.275  3.239  0.201
H  -1.296  -3.171  2.010  0.227
H  0.042  -1.476  0.764  0.270
H  1.330  -1.692  2.103  0.232
H  -2.429  -1.062  2.701  0.209
H  -1.814  -0.427  1.263  0.245
H  -2.859  0.954  3.645  0.217
H  -2.651  1.521  1.713  0.255
H  -0.744  2.023  3.815  0.203
H  -0.841  2.640  2.250  0.260
H  0.998  0.621  2.905  0.186
H  0.287  0.868  1.397  0.296
H  -0.450  -0.059  4.682  0.222
H  0.815  -1.134  4.429  0.246
H  -1.018  -1.608  4.547  0.232
O  0.013  1.128  -1.045  -1.331
H  0.810  1.119  -1.301  0.382
C  0.782  1.228  -4.563  -0.818
S  -0.828  1.869  -4.035  1.274
O  -1.347  2.621  -5.237  -1.012
C  -1.709  0.284  -4.065  -0.824
H  0.553  1.013  -5.486  0.209
H  1.247  0.457  -3.827  0.240
H  1.505  2.122  -4.670  0.233
H  -2.715  0.649  -3.941  0.230
H  -1.194  -0.422  -3.406  0.242
H  -1.556  -0.180  -4.954  0.213
C  -2.259  -2.124  -1.040  -0.806
S  -3.852  -1.888  -1.954  1.189
O  -4.933  -2.862  -1.368  -0.967
C  -4.291  -0.315  -1.277  -0.840
H  -2.566  -2.365  -0.050  0.205
H  -1.762  -1.110  -0.879  0.280
H  -1.872  -2.931  -1.393  0.213
H  -3.347  0.395  -1.258  0.250
H  -4.605  -0.435  -0.245  0.230
H  -4.947  0.248  -1.826  0.241
C  3.533  2.751  -1.443  -0.226
C  3.288  4.216  -1.660  -0.192
C  4.305  5.146  -1.380  -0.228
C  5.508  4.752  -0.956  -0.262
C  5.806  3.392  -0.750  -0.207
C  4.750  2.318  -1.084  -0.212
H  2.850  2.053  -1.650  0.212
H  2.166  4.524  -1.971  0.237
H  3.877  6.253  -1.890  0.224
H  6.274  5.522  -0.835  0.218
H  6.902  3.122  -0.638  0.214
H  5.106  1.202  -1.025  0.218

***

(4)
Density functional theory data (ωB97M-V with the def2-TZVPD basis set) for C24H29Cl2N10O2S2V as an isolated structure.

Net charge ... -1
Highest occupied orbital energy (spin up / spin down) ... -0.134 / -0.082 hartree
Multiplicity ... 2
Kohn-Sham gap (spin up / spin down) ... 6.043 / 4.608 eV

Last column: natural (NBO) charge in e.
Atoms and positions in Å:
V  -0.760  -0.928  -0.108  1.126
N  0.150  -3.440  3.151  -0.820
C  -0.457  -2.607  2.239  0.318
S  -1.022  -3.280  0.732  -0.293
N  -0.661  -1.378  2.641  -0.456
N  -1.314  -0.620  1.674  -0.336
C  -2.254  0.181  2.061  0.037
C  -3.220  0.733  1.136  -0.205
C  -4.055  1.794  1.508  -0.169
C  -5.066  2.244  0.684  -0.297
C  -5.300  1.582  -0.530  -0.224
C  -4.523  0.502  -0.906  -0.260
C  -3.440  0.062  -0.114  0.363
O  -2.697  -0.938  -0.488  -0.734
H  0.501  -4.288  2.750  0.385
H  0.756  -2.979  3.814  0.384
H  -2.390  0.324  3.131  0.192
H  -3.884  2.276  2.468  0.199
H  -5.683  3.086  0.977  0.199
H  -6.104  1.915  -1.178  0.197
H  -4.706  -0.030  -1.835  0.210
C  5.383  -2.947  3.034  -0.616
C  3.861  -2.870  3.121  -0.213
N  3.200  -2.962  1.823  -0.648
C  2.790  -1.840  1.093  0.294
S  3.752  -0.406  1.058  -0.485
N  1.674  -2.064  0.460  -0.483
N  1.183  -1.184  -0.454  -0.304
C  1.558  -1.385  -1.708  0.176
C  2.166  -2.706  -2.109  -0.665
C  1.439  -0.335  -2.736  0.177
C  1.274  -0.674  -4.088  -0.223
C  1.228  0.319  -5.040  -0.181
C  1.381  1.644  -4.647  -0.297
C  1.556  1.892  -3.295  0.031
N  1.590  0.944  -2.358  -0.402
H  5.829  -2.906  4.035  0.185
H  5.694  -3.874  2.541  0.193
H  5.744  -2.102  2.450  0.239
H  3.492  -3.695  3.738  0.172
H  3.587  -1.931  3.605  0.198
H  2.503  -3.684  1.742  0.381
H  2.988  -2.967  -1.447  0.249
H  1.412  -3.488  -2.006  0.236
H  2.536  -2.683  -3.132  0.203
H  1.120  -1.708  -4.366  0.216
H  1.060  0.071  -6.082  0.205
H  1.368  2.453  -5.367  0.207
H  1.686  2.912  -2.936  0.185
Cl  -0.038  2.792  4.271  -0.079
C  1.210  1.612  4.766  -0.400
Cl  1.977  0.809  3.400  0.036
H  0.723  0.868  5.380  0.220
H  1.968  2.155  5.310  0.211
C  -2.543  2.137  -3.745  -0.392
N  -1.898  2.176  -2.440  -0.417
C  -1.887  3.287  -1.677  0.118
C  -1.261  3.316  -0.488  -0.373
C  -0.647  2.105  -0.037  0.509
N  -0.787  0.972  -0.719  -0.640
C  -1.359  0.974  -1.966  0.791
O  -1.411  -0.035  -2.654  -0.615
N  0.129  2.081  1.036  -0.737
H  -2.819  3.149  -4.032  0.193
H  -3.433  1.510  -3.705  0.219
H  -1.857  1.714  -4.473  0.228
H  -2.383  4.153  -2.094  0.206
H  -1.221  4.217  0.105  0.226
H  0.038  2.774  1.757  0.406
H  0.574  1.199  1.269  0.447

***

(5)
Density functional theory data (ωB97M-V with the def2-TZVPD basis set) for a single C4H5N3S molecule.

SMILES ... C=NNC(=S)CC#N
Net charge ... 0
Highest occupied orbital energy ... -0.331 hartree
Multiplicity ... 1
Kohn-Sham gap ... 8.638 eV

Last column: natural (NBO) charge in e.
Atoms and positions in Å:
C  0.742  -0.044  -2.878  -0.086
N  0.704  -0.403  -1.701  -0.234
N  0.340  0.547  -0.773  -0.429
C  0.230  0.522  0.571  0.121
S  -0.282  1.927  1.307  -0.105
C  0.135  -0.757  1.356  -0.595
C  -0.752  -1.783  0.698  0.272
N  -1.266  -2.802  0.302  -0.284
H  1.149  -0.818  -3.753  0.206
H  0.888  1.060  -3.264  0.159
H  0.682  1.525  -1.094  0.386
H  -0.036  -0.464  2.510  0.310
H  1.247  -1.152  1.410  0.279

***

Energy relative to the best compared isomer or geometry (same formula, charge and spin): 302.5 310.7 79.2 133.6 388.8 (kJ/mol)
Electronic energy: -401.06155 -3064.17716 -1823.69764 -4290.83888 -717.74555 (hartree)